[1]
# C9H14

A 2-piece molecular cluster, C9H14 overall at a distorted geometry (wB97M-V/def2-TZVPD, the Open Molecules 2025 dataset).

Geometry (Å):
C -0.444 1.945 1.456
C 0.821 1.281 1.068
C 0.841 -0.004 0.506
C 2.105 -0.544 0.202
C 3.254 0.097 0.572
C 3.250 1.345 1.250
C 2.032 1.957 1.285
H -1.171 1.615 0.698
H -0.428 3.022 1.635
H -0.928 1.467 2.325
H -0.079 -0.560 0.561
H 2.181 -1.540 -0.216
H 4.208 -0.421 0.514
H 4.067 1.605 1.909
H 1.931 2.988 1.596
C -2.785 -2.483 -2.166
C -2.553 -1.091 -1.623
H -3.847 -2.504 -2.447
H -2.268 -2.740 -3.103
H -2.620 -3.288 -1.457
H -2.612 -0.406 -2.494
H -3.354 -0.747 -0.967
H -1.602 -0.996 -1.104

SMILES: Cc1ccccc1.CC
Gap between HOMO and LUMO: 9.81 eV
Total charge: 0
Highest occupied orbital energy: -8.8 eV
LUMO level: 0.0368 Eh
Relative energy (zero: lowest compared OMol25 entry of this formula, charge and spin): 94.63 kJ/mol

These are the Löwdin partial charges, in e, on atoms 1 to 5:
1 C -0.065
2 C -0.288
3 C -0.042
4 C -0.097
5 C -0.107

***

[2]
# C9H20Br3NOV

C9H20Br3NOV as an isolated structure at a distorted geometry (wB97M-V/def2-TZVPD, the Open Molecules 2025 dataset).

Geometry (Å):
O -0.356 3.514 4.888
V 0.548 4.755 5.276
C -0.611 1.773 1.684
C -1.335 0.449 1.479
C -1.220 -0.073 0.039
C 0.123 -0.751 -0.180
N 0.166 -1.674 -1.397
C 1.573 -1.907 -1.926
C 1.676 -1.152 -3.215
C 0.283 -1.396 -3.812
C -0.563 -1.061 -2.602
C -0.513 -2.959 -1.047
H 0.433 1.658 1.347
H -0.508 2.072 2.722
H -0.960 2.488 0.936
H -2.394 0.508 1.736
H -0.947 -0.286 2.192
H -1.331 0.797 -0.610
H -2.033 -0.766 -0.178
H 0.344 -1.442 0.632
H 0.918 -0.025 -0.334
H 1.751 -2.976 -2.033
H 2.263 -1.635 -1.123
H 2.438 -1.601 -3.861
H 1.943 -0.097 -3.261
H 0.197 -2.424 -4.155
H 0.053 -0.646 -4.566
H -1.611 -1.355 -2.647
H -0.558 0.010 -2.403
H -1.426 -2.665 -0.536
H 0.084 -3.568 -0.371
H -0.779 -3.551 -1.918
Br 2.188 6.764 5.034
Br -1.521 5.769 6.911
Br 1.686 3.454 7.299

Gap between HOMO and LUMO (alpha / beta): 6.05 / 6.02 eV
Multiplicity: 2
<S²>: 0.793
Total charge: 0
Highest occupied orbital energy (alpha / beta): -7.2 / -7.2 eV
LUMO level (alpha / beta): -0.0426 / -0.0426 Eh
Relative energy (zero: lowest compared OMol25 entry of this formula, charge and spin): 107.62 kJ/mol

These are the Löwdin partial charges, in e, on atoms 1 to 5:
1 O -0.515
2 V 0.163
3 C -0.081
4 C -0.245
5 C -0.195

***

[3]
# C7H15NO

A 2-piece molecular cluster, C7H15NO overall (wB97M-V/def2-TZVPD, the Open Molecules 2025 dataset).

Geometry (Å):
C -3.079 0.647 0.133
C -1.834 0.303 0.893
C -0.990 -0.687 0.588
C 0.210 -0.981 1.447
N -1.138 -1.485 -0.534
H -3.959 0.224 0.615
H -3.038 0.282 -0.886
H -3.215 1.726 0.100
H -1.645 0.892 1.779
H 0.613 -0.070 1.882
H 0.983 -1.482 0.875
H -0.082 -1.641 2.266
H -0.534 -2.288 -0.596
H -2.074 -1.631 -0.870
C 3.067 0.243 -0.215
C 1.810 0.045 -1.031
C 0.955 1.274 -1.177
O 1.538 -1.012 -1.543
H 3.511 -0.715 0.041
H 3.781 0.803 -0.816
H 2.865 0.813 0.685
H 1.505 2.029 -1.735
H 0.038 1.027 -1.704
H 0.711 1.683 -0.201

SMILES: C/C=C(/C)N.CC(C)=O
Gap between HOMO and LUMO: 8.53 eV
Total charge: 0
Highest occupied orbital energy: -7.6 eV
LUMO level: 0.0348 Eh
Relative energy (zero: lowest compared OMol25 entry of this formula, charge and spin): 116.93 kJ/mol

These are the Löwdin partial charges, in e, on atoms 1 to 5:
1 C -0.109
2 C -0.165
3 C -0.438
4 C -0.045
5 N 0.108

***

[4]
# C30H44N2O3OsP2

C30H44N2O3OsP2 as an isolated structure at a distorted geometry (wB97M-V/def2-TZVPD, the Open Molecules 2025 dataset).

Geometry (Å):
Os -0.464 -0.597 -1.273
P 1.817 -0.700 -1.815
P -2.834 -0.459 -1.179
N -0.662 0.235 -2.888
H 0.925 -0.827 -0.479
C 2.433 -2.146 -2.762
H 3.533 -2.254 -2.714
H 2.134 -2.023 -3.814
H 1.974 -3.062 -2.371
C 2.898 -0.693 -0.301
H 3.969 -0.785 -0.490
H 2.597 -1.510 0.354
H 2.698 0.235 0.247
C 2.490 0.779 -2.672
H 3.598 0.755 -2.734
H 2.179 1.663 -2.089
H 2.059 0.825 -3.686
C -3.852 -1.681 -2.062
H -4.922 -1.457 -1.961
H -3.654 -2.679 -1.665
H -3.601 -1.667 -3.125
C -3.527 -0.475 0.497
H -4.619 -0.379 0.460
H -3.130 0.363 1.076
H -3.280 -1.408 1.006
C -3.466 1.119 -1.847
H -4.548 1.205 -1.685
H -3.268 1.183 -2.920
H -2.972 1.951 -1.338
C -0.651 1.079 -3.905
C -0.571 1.506 -6.345
C -0.628 0.621 -5.284
C -0.618 2.518 -3.720
C -0.566 3.391 -4.798
C -0.542 2.889 -6.107
H -0.545 1.119 -7.369
H -0.655 -0.466 -5.410
H -0.622 2.865 -2.682
H -0.541 4.470 -4.617
H -0.498 3.581 -6.951
C -1.124 -3.913 -0.290
O -1.303 -3.029 -1.237
C 0.017 -4.914 -0.506
H 0.496 -5.150 0.451
H 0.776 -4.418 -1.140
H -0.353 -5.828 -1.026
C -1.511 -3.473 1.134
H -2.617 -3.533 1.275
H -1.187 -2.432 1.250
H -0.956 -4.073 1.856
C 4.336 2.021 3.130
C 3.492 0.779 3.205
C 4.088 -0.462 2.992
C 3.333 -1.637 3.009
C 1.954 -1.560 3.186
C 1.339 -0.310 3.393
N -0.039 -0.319 3.579
C -0.986 0.670 3.359
C -2.140 0.722 4.161
C -3.054 1.764 4.012
C -2.842 2.747 3.043
C -1.761 2.656 2.170
C -0.893 1.573 2.274
C 0.030 1.294 1.130
O 0.924 2.067 0.780
O -0.222 0.097 0.612
C 2.124 0.864 3.507
C 1.552 2.172 3.942
H 3.917 2.753 2.426
H 4.433 2.513 4.107
H 5.343 1.764 2.791
H 5.162 -0.492 2.806
H 3.817 -2.597 2.870
H 1.335 -2.458 3.166
H -0.433 -1.198 3.938
H -2.289 -0.066 4.904
H -3.918 1.809 4.681
H -3.557 3.572 2.952
H -1.605 3.381 1.371
H 1.278 2.773 3.067
H 0.673 2.051 4.581
H 2.298 2.737 4.508

Gap between HOMO and LUMO (alpha / beta): 4.84 / 6.35 eV
Multiplicity: 5
<S²>: 6.068
Total charge: 0
Highest occupied orbital energy (alpha / beta): -4.3 / -7.4 eV
LUMO level (alpha / beta): 0.0210 / -0.0399 Eh
Relative energy (zero: lowest compared OMol25 entry of this formula, charge and spin): 283.62 kJ/mol

These are the Löwdin partial charges, in e, on atoms 1 to 5:
1 Os 1.086
2 P 0.693
3 P 0.715
4 N -0.237
5 H -0.045

***

[5]
# C31H29I2N4O4PS4Y

C31H29I2N4O4PS4Y as an isolated structure at a distorted geometry (wB97M-V/def2-TZVPD, the Open Molecules 2025 dataset).

Geometry (Å):
Y 0.514 0.064 2.316
O -0.866 0.707 0.958
C -0.319 1.378 0.024
C -1.100 1.991 -1.058
C -2.036 3.030 -0.951
C -2.507 3.640 -2.096
C -2.104 3.228 -3.358
C -1.194 2.191 -3.502
C -0.662 1.597 -2.372
P 0.497 0.217 -2.196
C 1.478 0.411 -3.742
C 1.249 -0.196 -4.973
C 2.066 0.101 -6.054
C 3.111 1.004 -5.924
C 3.334 1.628 -4.706
C 2.527 1.324 -3.622
C -0.581 -1.215 -2.554
C -1.934 -1.207 -2.221
C -2.706 -2.347 -2.392
C -2.141 -3.502 -2.907
C -0.790 -3.527 -3.224
C -0.012 -2.398 -3.033
H -2.390 3.345 0.023
H -3.219 4.453 -2.009
H -2.497 3.731 -4.232
H -0.891 1.859 -4.488
H 0.439 -0.903 -5.094
H 1.882 -0.377 -7.008
H 3.753 1.219 -6.768
H 4.134 2.349 -4.596
H 2.709 1.791 -2.662
H -2.378 -0.301 -1.829
H -3.752 -2.329 -2.115
H -2.748 -4.389 -3.042
H -0.342 -4.436 -3.605
H 1.049 -2.434 -3.240
C 2.933 4.072 1.628
C 2.068 2.919 2.029
N 2.195 1.749 1.522
O 3.169 1.588 0.564
C 0.977 3.052 2.996
C 0.493 4.372 3.506
N 0.417 1.922 3.300
O -0.670 1.806 4.001
H 3.107 4.034 0.553
H 3.903 3.987 2.123
H 2.481 5.020 1.906
H 3.025 0.668 0.267
H 1.306 4.933 3.970
H -0.287 4.184 4.242
H 0.080 4.974 2.694
O 3.848 -5.950 2.794
C 3.511 -4.806 2.631
S 2.723 -4.210 1.158
C 2.568 -2.525 1.653
C 3.047 -2.220 2.877
S 2.968 -0.616 3.565
S 3.755 -3.533 3.822
S 1.825 -1.421 0.539
C -4.964 -1.152 2.369
C -3.578 -1.630 2.628
C -3.057 -2.871 2.924
C -1.665 -2.698 2.972
N -1.353 -1.432 2.711
N -2.528 -0.802 2.522
C -0.643 -3.737 3.280
H -5.693 -1.905 2.657
H -5.090 -0.932 1.308
H -5.163 -0.237 2.929
H -3.591 -3.789 3.087
H -2.555 0.188 2.331
H -0.970 -4.707 2.907
H -0.502 -3.812 4.361
H 0.311 -3.487 2.816
I 1.059 -1.004 5.086
I -1.037 -1.689 7.021

Gap between HOMO and LUMO: 6.62 eV
Total charge: -1
Highest occupied orbital energy: -4.4 eV
LUMO level: 0.0815 Eh
Relative energy (zero: lowest compared OMol25 entry of this formula, charge and spin): 416.46 kJ/mol

These are the Löwdin partial charges, in e, on atoms 1 to 5:
1 Y 0.892
2 O -0.267
3 C -0.227
4 C -0.246
5 C -0.046

***

[6]
# C4H9O2

A 2-piece molecular cluster, C4H9O2 overall at a distorted geometry (wB97M-V/def2-TZVPD, the Open Molecules 2025 dataset).

Geometry (Å):
C 0.563 -0.866 0.613
C 1.225 0.009 -0.527
C -0.528 0.102 1.066
C 0.770 1.447 -0.198
O -2.007 -0.526 -0.266
O -0.367 1.327 0.730
H 0.234 -1.819 0.117
H 1.198 -1.163 1.460
H 2.337 -0.151 -0.294
H 1.026 -0.527 -1.446
H -2.074 0.163 -0.964
H -1.313 -0.198 1.734
H 1.582 2.006 0.136
H 0.316 2.112 -0.920
H -2.883 -0.472 0.184

Gap between HOMO and LUMO: 11.89 eV
Total charge: +1
Highest occupied orbital energy: -16.2 eV
LUMO level: -0.1599 Eh
Relative energy (zero: lowest compared OMol25 entry of this formula, charge and spin): 50.74 kJ/mol

These are the Löwdin partial charges, in e, on atoms 1 to 5:
1 C -0.078
2 C -0.097
3 C -0.054
4 C -0.057
5 O 0.011